1.
DFT (wB97M-V/def2-TZVPD) results for a cluster of 2 separate species, C2H3ClFN in total at a distorted geometry.

Summary:
E   -692.711033 Ha
Frontier orbital gap (spin up / spin down)   8.7 / 8.7 eV
ΔE to the lowest compared entry with this formula, charge and spin   2.0857 eV

Positions of all 8 atoms, in Å:
1 Cl -2.792355 0.895055 -0.009146
2 F 1.593712 2.799184 -0.126764
3 N 1.328785 0.577866 -0.041054
4 C 1.042210 1.695078 0.354917
5 C 1.316832 -0.680198 -0.103915
6 H 1.988288 -1.261074 0.504244
7 H -2.979087 2.118346 0.297463
8 H 0.665082 -1.174433 -0.803977

Forces on atoms 1 to 3 (eV/Å):
Cl -0.0095 -0.1607 -0.0511
F 0.5198 -0.3667 -0.5556
N 0.5184 -1.2956 -0.5580

Here are the natural (NBO) charges for atoms 1 to 4, given in e: Cl -0.269; F -0.320; N -0.390; C 0.424


2.
DFT (wB97M-V/def2-TZVPD) results for a structure of composition C39H33I2NO4P2Ti at a distorted geometry.

Summary:
Spin multiplicity   3
E   -3989.343259 Ha
Frontier orbital gap (spin up / spin down)   7.6 / 7.3 eV
⟨S²⟩   2.0096
ΔE to the lowest compared entry with this formula, charge and spin   0.0000 eV

Positions of all 82 atoms, in Å:
1 I -2.728753 3.119707 0.293602
2 I -3.416767 -0.732101 -0.417010
3 Ti -1.007202 1.004683 0.235052
4 P -0.542526 1.345395 -2.288288
5 P -0.611366 0.958677 2.801870
6 O 5.058487 -3.859479 -0.949818
7 O -0.212814 -0.657578 0.214830
8 O -1.055534 -2.625899 -0.401021
9 O 3.293514 -5.287415 -1.386689
10 N 0.748677 1.993223 0.357292
11 C 3.694826 -1.942676 -0.236720
12 C -1.732424 -2.865330 3.551817
13 C -3.170063 3.296913 -5.539524
14 C -0.518210 -0.792676 3.287958
15 C 4.711335 -5.147012 -1.474539
16 C 1.510739 2.267412 -0.764661
17 C 2.227489 -1.370935 -3.653914
18 C 0.260958 -0.129428 -2.999536
19 C -0.535954 -3.548963 3.731215
20 C 2.370415 -1.528591 -0.053609
21 C -2.872045 3.962716 -4.357877
22 C 2.841159 2.276566 -0.438214
23 C 0.063559 -2.396794 -3.817643
24 C 2.820049 -4.076551 -0.950010
25 C -2.080101 3.355451 -3.396292
26 C 0.673455 -1.485650 3.468735
27 C -0.518157 -1.243446 -3.314394
28 C 0.664518 -2.858739 3.687296
29 C 1.520152 -3.698215 -0.774754
30 C -1.779221 3.129653 4.058484
31 C -4.963581 0.585991 -0.544778
32 C -2.037721 1.901875 6.534049
33 C 1.634457 1.840142 1.405656
34 C 1.114751 1.625775 2.797381
35 C 0.818056 2.555689 -2.059791
36 C -1.373984 1.804084 4.218783
37 C -2.666801 2.023022 -5.752541
38 C -1.566426 2.073748 -3.605242
39 C -1.721036 -1.500011 3.320549
40 C 2.920925 2.003578 0.959963
41 C -0.091767 -1.928079 -0.174431
42 C 1.643822 -0.213856 -3.156637
43 C -2.299942 3.834872 5.132471
44 C 3.878573 -3.224877 -0.690720
45 C -2.429812 3.222380 6.372255
46 C 1.312811 -2.387464 -0.315645
47 C -1.869580 1.413011 -4.792395
48 C 1.438539 -2.459317 -3.995315
49 C -1.510528 1.193126 5.462443
50 H 1.601543 -3.385303 3.813414
51 H -1.696409 3.603267 3.088077
52 H 1.049651 2.576024 3.336745
53 H 5.020070 -5.200445 -2.520302
54 H -2.838459 3.772735 7.209792
55 H 1.624807 -0.976274 3.417562
56 H -3.260067 4.956749 -4.177663
57 H -3.788780 3.770320 -6.290677
58 H -5.144365 1.063069 -1.493173
59 H -1.879293 3.874859 -2.469073
60 H -1.207289 0.162967 5.598866
61 H 1.500189 2.556556 -2.910878
62 H 2.281928 0.608222 -2.863890
63 H 0.340160 3.539295 -2.030505
64 H 2.171129 -0.516078 0.275434
65 H 1.776793 0.991017 3.383526
66 H 3.662096 2.478497 -1.109882
67 H -2.673775 -3.398570 3.570056
68 H -1.470004 0.428647 -4.990668
69 H -0.539412 -4.619442 3.890043
70 H 5.189201 -5.919076 -0.873199
71 H -2.657738 -0.978384 3.153026
72 H -5.407695 0.936065 0.370909
73 H 4.527934 -1.281724 -0.043145
74 H 3.814145 1.958153 1.564573
75 H -0.557372 -3.251734 -4.051292
76 H -2.139053 1.419587 7.497680
77 H -2.611885 4.862313 4.997316
78 H 3.303677 -1.421665 -3.758741
79 H -2.888756 1.497679 -6.672499
80 H 1.893844 -3.364004 -4.378271
81 H -1.588597 -1.221507 -3.140805
82 H 0.682826 -4.348394 -0.982037

Forces on atoms 1 to 3 (eV/Å):
I -0.0937 0.1292 0.0401
I -0.0164 -0.3053 0.0526
Ti -0.4670 0.4660 0.0703

Here are the Mulliken charges for atoms 1 to 4, given in e: I -0.412; I 0.316; Ti -0.884; P 1.666


3.
DFT (wB97M-V/def2-TZVPD) results for an isolated molecule of C6H10O.

Summary:
E   -309.830149 Ha
Frontier orbital gap   10.7 eV
ΔE to the lowest compared entry with this formula, charge and spin   0.3326 eV

Positions of all 17 atoms, in Å:
1 O 1.871353 -0.027844 -0.793480
2 C -0.568455 0.174629 -0.343553
3 C 0.972492 0.758587 1.320717
4 C 0.848197 0.763345 -0.189405
5 C 0.195502 -0.195886 1.837638
6 C -0.579060 -0.916221 0.747587
7 C -1.067244 -0.106053 -1.752598
8 H -0.040095 -1.826131 0.438886
9 H 0.933804 1.752433 -0.652052
10 H -1.158816 0.852582 -2.279378
11 H 2.164820 -0.668516 -0.131693
12 H 1.630708 1.424684 1.869029
13 H -2.071524 -0.546010 -1.721765
14 H -0.416258 -0.752328 -2.347912
15 H -1.225192 0.955534 0.061001
16 H -1.587161 -1.227542 1.040098
17 H 0.096928 -0.415262 2.896880

Forces on atoms 1 to 3 (eV/Å):
O 0.0516 -0.1609 0.0847
C -0.0631 0.0673 -0.0243
C -0.0321 -0.0795 0.0997

Here are the natural (NBO) charges for atoms 1 to 4, given in e: O -0.718; C -0.216; C -0.239; C 0.057


4.
DFT (wB97M-V/def2-TZVPD) results for an isolated molecule of C3H4P2 at a distorted geometry.

Summary:
Spin multiplicity   3
E   -799.115135 Ha
Frontier orbital gap (spin up / spin down)   6.2 / 7.5 eV
⟨S²⟩   2.0109
ΔE to the lowest compared entry with this formula, charge and spin   4.1276 eV

Positions of all 9 atoms, in Å:
1 P -1.384560 -0.917208 -0.086354
2 P 1.740001 -0.272755 -0.270287
3 C -0.665958 1.494614 -0.458015
4 C -1.091280 0.695836 0.559797
5 C -0.018842 0.268399 -0.808916
6 H -0.501223 2.471685 -0.812805
7 H 1.257685 -0.335725 1.144147
8 H 1.378790 -1.743710 -0.294616
9 H -0.714610 -1.661137 1.027047

Forces on atoms 1 to 3 (eV/Å):
P 0.3627 -1.5265 0.6648
P -1.7833 -1.6117 1.0974
C -0.1680 0.4155 -0.0589

Here are the Mulliken charges for atoms 1 to 4, given in e: P -0.019; P -0.072; C -0.281; C -0.170


5.
DFT (wB97M-V/def2-TZVPD) results for a structure of composition C22H35AuNO2P.

Summary:
E   -1540.982875 Ha
Charge   +2
Frontier orbital gap   6.0 eV
ΔE to the lowest compared entry with this formula, charge and spin   0.0756 eV

Positions of all 62 atoms, in Å:
1 Au -0.574545 0.631499 -0.870424
2 P -0.956153 2.424150 0.463276
3 O -0.456630 -0.859159 -2.514732
4 O 2.015329 0.681331 -2.108995
5 N 0.253096 -2.082975 0.352087
6 C 0.586369 3.382280 0.663970
7 C -1.880941 3.110998 3.070620
8 C 1.544088 -2.308024 0.643131
9 C -2.988861 -3.644452 0.466436
10 C -1.586264 1.963099 2.106647
11 C 0.422496 4.872714 0.969117
12 C 2.417677 -1.191682 0.521047
13 C 4.227647 -2.559285 1.286022
14 C 3.411374 -3.691616 1.314592
15 C -1.390807 -0.584136 -3.579791
16 C -0.643899 -3.635275 2.018152
17 C 3.408727 0.828745 -1.861934
18 C -3.531502 2.863670 -0.537092
19 C -2.861502 -4.442888 1.609065
20 C 0.857008 -1.216723 -2.996098
21 C 1.712131 -0.011767 -3.309219
22 C 3.733833 -1.312813 0.886115
23 C -1.705280 -4.419394 2.393530
24 C -2.180375 3.531005 -0.294945
25 C 2.079147 -3.579597 0.999939
26 C -1.955958 -2.823174 0.099551
27 C -0.731252 -2.851411 0.827464
28 H -1.662769 -4.992021 3.309468
29 H -3.693418 -5.064759 1.914757
30 H -2.337801 2.717687 3.977640
31 H -3.903817 -3.667979 -0.108628
32 H 3.835245 -4.656450 1.555635
33 H 3.513424 1.364978 -0.920293
34 H 1.158031 2.878519 1.449299
35 H -1.064772 0.264202 -4.181090
36 H 4.396158 -0.459098 0.848042
37 H -2.484738 1.369114 1.920371
38 H 3.888447 1.410303 -2.651565
39 H 1.455479 -4.460352 0.923042
40 H -2.574418 3.835944 2.644527
41 H 2.619460 -0.354600 -3.814010
42 H -0.851765 1.274884 2.533310
43 H -2.289873 4.404431 0.351517
44 H -0.166324 5.053019 1.866110
45 H -0.052020 5.395886 0.140121
46 H 1.198248 0.669319 -3.993415
47 H 3.901447 -0.145425 -1.781933
48 H -3.990834 2.530349 0.393993
49 H 0.736864 -1.853292 -3.875490
50 H 5.275603 -2.657676 1.539218
51 H -1.486838 -1.470909 -4.206270
52 H -0.972002 3.633840 3.363380
53 H 1.145816 3.248573 -0.264429
54 H -4.216729 3.568735 -1.004260
55 H 1.315203 -1.797283 -2.195330
56 H 0.214845 -3.527122 2.666969
57 H 1.994861 -0.252127 0.184544
58 H 1.402330 5.323366 1.120563
59 H -2.006584 -2.193723 -0.778538
60 H -3.432600 2.000305 -1.197419
61 H -2.345326 -0.350254 -3.115330
62 H -1.743784 3.884496 -1.232036

Forces on atoms 1 to 3 (eV/Å):
Au -0.0811 0.2072 -0.0046
P 0.0357 -0.1384 -0.1141
O 0.0155 0.0769 0.0359

Here are the natural (NBO) charges for atoms 1 to 4, given in e: Au 0.411; P 1.038; O -0.592; O -0.577


6.
DFT (wB97M-V/def2-TZVPD) results for the ion C4H7Cl3N2O2PS with charge +1 at a distorted geometry.

Summary:
E   -2536.477850 Ha
Charge   +1
Frontier orbital gap (spin up / spin down)   7.3 / 7.3 eV
ΔE to the lowest compared entry with this formula, charge and spin   0.0000 eV

Positions of all 20 atoms, in Å:
1 Cl -2.484987 -1.166212 1.817230
2 Cl -2.879568 -0.593247 -1.496982
3 Cl -1.480110 2.388129 -1.167605
4 S 0.655311 0.341518 -1.323039
5 P -1.658351 -0.943998 0.008873
6 O 0.475280 0.187660 1.331604
7 O -0.745696 -2.077044 -0.231356
8 N 2.239018 -1.678991 -2.046849
9 N 2.404955 -0.995836 0.111808
10 C -1.600248 2.334912 1.525131
11 C 1.800024 -0.952838 -1.022393
12 C -0.138682 0.648496 0.396054
13 C -0.997665 1.751540 0.332569
14 H -2.500050 2.790046 1.328766
15 H 3.134244 -1.634007 0.210272
16 H -0.711510 3.060493 1.826859
17 H 1.732334 -0.551009 0.780872
18 H -1.429259 1.521764 2.171901
19 H 2.646808 -2.557313 -1.854145
20 H 1.538151 -1.874055 -2.699568

Forces on atoms 1 to 3 (eV/Å):
Cl -0.3603 0.3941 -0.4823
Cl -0.4865 0.0577 0.1873
Cl 0.2933 -0.0414 0.1875

Here are the natural (NBO) charges for atoms 1 to 4, given in e: Cl -0.153; Cl -0.140; Cl 0.179; S 0.199


7.
DFT (wB97M-V/def2-TZVPD) results for an isolated molecule of C3H8OSSi at a distorted geometry.

Summary:
E   -882.020249 Ha
Frontier orbital gap   9.1 eV
ΔE to the lowest compared entry with this formula, charge and spin   0.2361 eV

Positions of all 14 atoms, in Å:
1 S 1.269467 -1.517162 -0.113682
2 Si -1.407557 0.428861 0.039736
3 O 0.177321 0.822215 0.101350
4 C -2.045381 -1.431038 -0.043163
5 C 1.315992 0.086798 -0.086284
6 C 2.543163 0.921899 -0.060151
7 H -1.826414 -1.762695 -1.059349
8 H 2.498301 1.641785 0.744074
9 H 3.493776 0.416035 0.084507
10 H 2.673933 1.649510 -0.994473
11 H -2.148617 1.334994 -0.821110
12 H -3.068219 -1.597431 0.228878
13 H -2.006065 0.979245 1.237920
14 H -1.469702 -1.973012 0.741742

Forces on atoms 1 to 3 (eV/Å):
S 0.4097 -0.6711 -0.3300
Si -2.8859 -1.4808 0.8725
O 2.2189 0.0033 -0.6815

Here are the natural (NBO) charges for atoms 1 to 4, given in e: S -0.031; Si 1.396; O -0.848; C -1.063


8.
DFT (wB97M-V/def2-TZVPD) results for an isolated molecule of C4H8N4 at a distorted geometry.

Summary:
E   -376.103037 Ha
Frontier orbital gap   8.9 eV
ΔE to the lowest compared entry with this formula, charge and spin   3.9572 eV

Positions of all 16 atoms, in Å:
1 N -2.059018 -0.800817 1.538998
2 N -0.725244 -0.648514 1.155347
3 N 0.966430 0.218851 -1.920102
4 N -0.287666 0.368809 -2.115796
5 C -0.279919 -0.222791 -0.068736
6 C -1.086064 0.079240 -1.085229
7 C 1.931909 0.898260 0.063312
8 C 1.082674 -0.148654 -0.525028
9 H 2.700661 0.985933 -0.684270
10 H 1.396510 1.855053 -0.128933
11 H 1.579642 -1.236211 -0.394964
12 H -0.087357 -0.906058 2.036241
13 H 2.093227 0.717868 1.131926
14 H -2.436378 0.213405 1.579613
15 H -2.177979 -0.058883 -1.271436
16 H -2.611428 -1.315491 0.689056

Forces on atoms 1 to 3 (eV/Å):
N -2.3596 1.0839 -2.8503
N 3.0579 -1.1439 3.1180
N -2.0630 -0.0194 -0.2198

Here are the natural (NBO) charges for atoms 1 to 4, given in e: N -0.628; N -0.430; N -0.200; N -0.154


9.
DFT (wB97M-V/def2-TZVPD) results for an isolated molecule of C5H8O.

Summary:
E   -270.401656 Ha
Frontier orbital gap   7.6 eV
ΔE to the lowest compared entry with this formula, charge and spin   4.2514 eV

Positions of all 14 atoms, in Å:
1 O 0.555323 1.374383 1.580194
2 C 1.760693 1.104840 0.849592
3 C -0.967272 0.001162 0.220003
4 C -0.597892 0.864620 1.227978
5 C -0.146353 -0.398969 -0.857128
6 C -0.733610 -1.523812 -1.653243
7 H -1.427858 -2.188271 -1.109300
8 H -1.302682 -1.084911 -2.490256
9 H 0.053603 -2.123541 -2.124354
10 H 1.680608 0.159695 0.306661
11 H 2.559039 1.112289 1.594595
12 H 1.907187 1.906295 0.121236
13 H -1.351711 1.174285 1.952153
14 H -1.989075 -0.378065 0.381870

Forces on atoms 1 to 3 (eV/Å):
O -0.2689 -0.0783 -0.1187
C 0.2495 -0.0066 -0.1259
C 0.1858 -0.0305 -0.0627

Here are the natural (NBO) charges for atoms 1 to 4, given in e: O -0.447; C -0.272; C -0.529; C 0.359


> What is the E in the fifth record?

-1540.982875 Ha


> Look up the ΔE to the lowest compared entry with this formula, charge and spin of the ninth one.

4.2514 eV


> Among the records above, which one has the highest E?

C5H8O


> Number 1 is which compound?

C2H3ClFN